Below is a molecular structure, C37H68CoNO5S2SbSi in a non-equilibrium geometry, with properties calculated with wB97M-V/def2-TZVPD.

The calculation puts the lowest unoccupied orbital energy (spin up / spin down) at -1.8884 / -5.2863 eV. As for the expectation value of S²: 6.035. Its energy relative to the best compared isomer or geometry (same formula, charge and spin) is 150.6 kJ/mol.

ORCA input file:
```
! wB97M-V def2-TZVPD RIJCOSX def2/J DEFGRID3
* xyz 1 5
Co 0.48697 0.62375 -0.74708
C -1.60087 -1.50412 2.97457
C -1.94528 -0.75244 1.69058
C -2.13468 -1.72545 0.52698
C -3.23317 0.04158 1.90468
O -0.86103 0.13238 1.34161
Si -0.27240 1.36706 2.25888
S 1.17479 2.03997 0.83075
O 0.39786 0.68739 3.54691
C 0.77305 1.16861 4.84018
C 1.64764 0.06555 5.43828
C 1.56175 2.46597 4.69007
C -0.47778 1.39710 5.68905
O -1.29339 2.52023 2.72094
C -1.91400 3.68603 2.17126
C -2.08643 3.57990 0.65822
C -3.28031 3.78898 2.85050
C -1.04289 4.89916 2.49756
H -2.29917 -2.32516 3.11359
H -1.66206 -0.82750 3.82109
H -0.58601 -1.88824 2.93174
H -2.99619 -2.35878 0.71797
H -1.25480 -2.35302 0.40080
H -2.31104 -1.16462 -0.38704
H -4.04836 -0.62698 2.16945
H -3.49992 0.56881 0.99250
H -3.09688 0.75345 2.71234
H 2.52263 -0.08469 4.81117
H 1.09089 -0.86703 5.47790
H 1.96735 0.33272 6.44057
H 2.39418 2.30913 4.00778
H 1.94401 2.79812 5.65162
H 0.92047 3.23864 4.27448
H -1.01898 0.46619 5.83300
H -1.13810 2.10456 5.19638
H -0.19518 1.79081 6.66138
H -2.61793 2.66995 0.39442
H -1.11823 3.56569 0.16141
H -2.64985 4.43654 0.29666
H -3.89398 2.93484 2.57748
H -3.78375 4.69835 2.53980
H -3.16630 3.79988 3.93072
H -0.04768 4.76283 2.08057
H -0.95765 5.04111 3.57146
H -1.48958 5.78726 2.06066
C 2.49912 -2.85510 2.97248
C 2.25209 -3.49549 1.61595
C 0.92878 -4.24278 1.61344
C 3.37274 -4.46205 1.28133
Sb 2.12530 -1.73027 0.09260
C 4.16529 -0.66780 0.22832
C 4.25015 0.26505 -0.96428
C 5.33289 -1.63138 0.19810
C 4.15485 0.13613 1.51539
C 1.85919 -2.74534 -1.94362
C 0.43073 -3.26783 -1.94082
C 1.98576 -1.68140 -3.01936
C 2.85809 -3.85594 -2.19420
H 2.32419 -3.58641 3.76080
H 1.83851 -2.00809 3.15192
H 3.53182 -2.52833 3.06612
H 0.88068 -4.90128 2.48113
H 0.83520 -4.87069 0.73066
H 0.07710 -3.56906 1.66459
H 3.48706 -5.16238 2.11034
H 4.32723 -3.96624 1.13887
H 3.15004 -5.04907 0.39502
H 4.39276 -0.29319 -1.88860
H 5.10000 0.93679 -0.83921
H 3.35757 0.88085 -1.05068
H 5.27162 -2.30432 -0.65303
H 5.40816 -2.20918 1.11338
H 6.25723 -1.06210 0.10426
H 3.28977 0.79786 1.55392
H 5.04784 0.75945 1.56518
H 4.15544 -0.50633 2.39265
H -0.26824 -2.44357 -1.78720
H 0.26947 -4.01505 -1.16556
H 0.20715 -3.72104 -2.90723
H 1.41441 -0.78415 -2.75900
H 1.59379 -2.06571 -3.96325
H 3.02632 -1.40828 -3.18072
H 2.65482 -4.71674 -1.56627
H 3.88375 -3.53289 -2.02585
H 2.78007 -4.17959 -3.23247
C -7.94311 -2.46589 -5.20705
C -6.91789 -1.47924 -5.63458
O -5.89016 -1.70645 -6.19113
S -7.35592 0.21393 -5.10501
C -5.77269 0.65179 -4.43790
C -4.59745 0.47412 -5.15831
C -3.38869 0.55193 -4.50015
C -3.34427 0.84578 -3.13273
C -4.53492 1.13939 -2.45477
C -5.74357 1.03729 -3.10020
C -2.13765 0.80349 -2.40784
C -1.12388 0.67012 -1.73713
H -7.81991 -3.38944 -5.76653
H -8.94740 -2.06965 -5.31683
H -7.77920 -2.66798 -4.14720
H -4.62114 0.23840 -6.20933
H -2.46903 0.35806 -5.02887
H -4.49821 1.38450 -1.40507
H -6.66913 1.21114 -2.57264
C 2.76953 4.27497 -4.34142
N 2.72436 2.94570 -3.76224
C 3.72403 1.98858 -4.18842
C 1.80703 2.63285 -2.86066
O 1.71141 1.52568 -2.32323
H 3.60174 4.33897 -5.03774
H 2.90716 5.03017 -3.56753
H 1.84752 4.48452 -4.88535
H 3.83345 2.00826 -5.27348
H 3.40430 0.99586 -3.87900
H 4.69127 2.22186 -3.73664
H 1.11595 3.44971 -2.61988
*
```